# 1
Formula: C36H67BBeBrF7N3O11S
Source: the Open Molecules 2025 dataset
Level of theory: ωB97M-V/def2-TZVPD

```
128
Properties=species:S:1:pos:R:3:lowdin_charge:R:1
C -3.0109 -5.2668 -0.3150 -0.104
O -2.8815 -4.4625 0.8505 -0.204
C -3.8271 -3.3946 0.8379 -0.222
C -3.5634 -2.3685 -0.2754 -0.166
C -3.9426 -0.9123 0.1067 -0.204
C -3.0466 0.1279 -0.5837 -0.213
C -3.6169 0.6965 -1.8978 -0.194
C -2.5194 1.1991 -2.8654 -0.196
C -1.4897 2.1396 -2.2015 -0.193
C -0.0714 2.1393 -2.8300 -0.173
C 0.5887 0.7382 -2.9841 -0.190
C 1.8394 0.6401 -2.0759 -0.159
C 1.4583 0.5813 -0.5474 -0.124
C 2.1193 -0.6047 0.1308 -0.167
C 3.2347 -0.3435 0.8943 -0.548
Br 3.9720 1.3671 1.1256 0.961
C 3.8903 -1.3607 1.5646 -0.044
C 3.4049 -2.6435 1.4032 0.020
C 2.3184 -2.8796 0.6147 -0.055
B 1.8637 -4.4170 0.4807 -0.568
N 0.7650 -4.9450 1.2937 0.188
O 2.4762 -5.2401 -0.3990 0.191
N 1.6685 -1.8746 -0.0031 0.063
C 0.5119 -2.2205 -0.8325 -0.099
C 0.9150 -2.8150 -2.2038 -0.155
C -0.2895 -3.4034 -2.9519 -0.210
C 0.1612 -3.7368 -4.3928 -0.183
C -0.9489 -4.4110 -5.2565 -0.270
N -1.8979 -5.2465 -4.5280 -0.007
H -4.0608 -5.5443 -0.4870 0.098
H -2.4597 -6.2071 -0.1933 0.096
H -2.5811 -4.7479 -1.1854 0.064
H -4.8245 -3.8487 0.7130 0.124
H -3.7958 -2.9465 1.8390 0.116
H -2.5014 -2.4231 -0.5361 0.089
H -4.1359 -2.6575 -1.1675 0.120
H -3.7737 -0.8385 1.1949 0.069
H -5.0177 -0.7624 -0.0500 0.115
H -2.9013 0.9730 0.1043 0.094
H -2.0554 -0.2985 -0.7852 0.087
H -4.2222 -0.0996 -2.3578 0.111
H -4.3116 1.5285 -1.7167 0.116
H -3.0367 1.7860 -3.6369 0.113
H -2.0914 0.3324 -3.3844 0.100
H -1.8848 3.1573 -2.3317 0.115
H -1.3738 2.0021 -1.1207 0.093
H 0.5701 2.6885 -2.1287 0.073
H -0.0808 2.7129 -3.7635 0.118
H 0.8567 0.5581 -4.0336 0.117
H -0.1230 -0.0557 -2.7225 0.073
H 2.4658 1.5178 -2.2723 0.110
H 2.4319 -0.2411 -2.3474 0.104
H 1.6833 1.5121 -0.0327 0.055
H 0.3640 0.4887 -0.5302 0.102
H 4.7599 -1.1345 2.1728 0.121
H 3.9129 -3.4591 1.9088 0.137
H -0.1423 -4.8299 0.8513 0.063
H 0.7390 -4.5281 2.2187 0.084
H 2.2056 -6.1435 -0.1632 0.089
H -0.0871 -1.3419 -1.0664 0.090
H -0.1699 -2.8857 -0.2904 0.121
H 1.7340 -3.5364 -2.1061 0.118
H 1.2884 -1.9621 -2.7847 0.096
H -0.5904 -4.3079 -2.4050 0.094
H -1.1553 -2.7227 -2.9431 0.117
H 1.0508 -4.3775 -4.3073 0.114
H 0.5191 -2.7897 -4.8207 0.108
H -0.4293 -5.0764 -5.9597 0.105
H -1.4315 -3.6359 -5.8585 0.109
H -2.5975 -4.6603 -4.0903 0.057
H -1.4348 -5.8353 -3.8488 0.065
F 3.6141 0.7190 3.7080 -0.614
C 4.3955 -8.6305 1.7772 -0.162
C 3.7898 -9.8795 2.3797 -0.158
O 2.4961 -9.9810 1.7696 -0.181
S 2.5628 -9.4040 0.2764 0.610
O 2.7226 -10.4813 -0.6239 -0.197
O 1.5372 -8.4301 0.1236 -0.230
O 3.9716 -8.6425 0.4082 -0.190
H 3.9998 -7.7287 2.2505 0.130
H 5.4807 -8.6238 1.8376 0.138
H 3.6984 -9.8200 3.4607 0.138
H 4.3627 -10.7697 2.1122 0.138
C 1.2108 6.4337 2.0875 -0.063
C 1.0150 4.9564 1.8087 -0.268
O 0.3172 4.6844 0.6024 -0.162
C 0.9027 5.1476 -0.6063 -0.264
C 2.2839 4.5727 -0.8671 -0.067
H 0.2479 6.9471 2.1200 0.088
H 1.7156 6.5733 3.0443 0.086
H 1.8124 6.9155 1.3215 0.037
H 0.4130 4.5212 2.6070 0.118
H 1.9738 4.4260 1.8204 0.105
H 0.9264 6.2383 -0.6329 0.089
H 0.2273 4.8361 -1.4054 0.107
H 3.0004 4.8613 -0.0967 0.074
H 2.6676 4.9206 -1.8278 0.087
H 2.2395 3.4818 -0.8813 0.034
C -5.0089 1.0501 6.4855 -0.048
C -5.2237 -0.4382 6.3131 -0.139
O -6.3334 -0.7139 5.4033 0.106
C -6.1136 -0.6452 4.1406 -0.361
O -5.0290 -0.3639 3.6127 -0.048
C -7.3770 -1.0094 3.3451 -0.554
F -8.4444 -0.3834 3.8294 0.201
F -7.5982 -2.3211 3.4090 0.201
F -7.2445 -0.6710 2.0636 0.168
H -5.9305 1.5363 6.8062 0.097
H -4.2334 1.2357 7.2266 0.100
H -4.7064 1.5256 5.5487 0.021
H -5.5029 -0.8815 7.2652 0.138
H -4.3226 -0.9444 5.9696 0.135
C 5.9091 10.2411 -0.1454 -0.064
C 4.9598 11.3576 -0.5545 -0.220
O 3.9459 10.9597 -1.4786 -0.050
C 2.7892 10.3045 -1.0188 -0.416
O 2.2001 10.8854 -0.0329 0.141
C 3.0296 8.7628 -0.7056 -0.536
F 3.8883 8.2339 -1.5803 0.173
F 1.8781 8.0901 -0.8409 0.142
F 3.5030 8.5134 0.5087 0.172
H 6.1595 9.6073 -0.9960 0.083
H 6.8260 10.6678 0.2623 0.084
H 5.4802 9.6121 0.6303 0.063
H 5.5445 12.1042 -1.0931 0.124
H 4.5406 11.8712 0.3128 0.122
H 2.2000 10.2288 -1.9695 0.215
Be -4.7638 1.2982 2.9745 0.589
```

* gap between HOMO and LUMO: 1.2576 eV
* total charge: +1
* multiplicity: 1
* LUMO: -8.0 eV

# 2
Formula: C6H4S2
Source: the Open Molecules 2025 dataset
Level of theory: ωB97M-V/def2-TZVPD

```
12
Properties=species:S:1:pos:R:3:lowdin_charge:R:1
C -0.9953 1.4989 2.7732 0.110
C -1.3426 0.8911 1.8155 -0.214
C -1.7857 0.1556 0.6208 -0.444
S -0.8409 0.5478 -0.9455 0.919
C 0.6448 -0.2889 -0.7175 -1.209
S 1.7816 -0.2233 -1.8626 0.690
C 0.7339 -1.1806 0.4107 -0.252
C 0.9560 -1.8301 1.3845 0.153
H -0.6291 2.1176 3.5718 0.037
H -1.8176 -0.9141 0.8020 0.076
H -2.8321 0.4448 0.4953 0.082
H 0.9622 -2.3155 2.3373 0.051
```

* gap between HOMO and LUMO: 8.1220 eV
* SMILES string: C#CCSC(=S)C#C
* total charge: 0
* multiplicity: 1
* LUMO: -0.8 eV

# 3
Formula: C12H36O6
Source: the Open Molecules 2025 dataset
Level of theory: ωB97M-V/def2-TZVPD

```
54
Properties=species:S:1:pos:R:3:lowdin_charge:R:1
C 5.9323 -2.8010 -0.4232 -0.062
C 5.1297 -4.0825 -0.2653 -0.500
C 3.6902 -3.8056 0.1779 -0.068
O 5.1156 -4.7079 -1.5407 -0.050
H 5.4686 -2.0676 -1.0864 0.077
H 6.9073 -3.0404 -0.8427 0.080
H 5.9861 -2.3158 0.5537 0.080
H 5.6189 -4.6818 0.5121 0.132
H 3.7071 -3.2609 1.1268 0.075
H 3.0004 -4.6487 0.2201 0.074
H 3.2126 -3.1139 -0.5249 0.073
H 4.6556 -5.5513 -1.4957 0.088
C -0.8240 -0.6248 1.7964 -0.048
C -1.0374 -0.6509 0.2894 -0.467
C -0.3296 -1.8440 -0.3246 -0.033
O -2.3989 -0.5782 -0.1551 -0.081
H -0.9193 -1.5835 2.3082 0.080
H -1.4518 0.0713 2.3637 0.068
H 0.1877 -0.2376 1.9554 0.077
H -0.5836 0.2658 -0.1135 0.126
H -0.4225 -2.7274 0.3095 0.081
H 0.7473 -1.6757 -0.3868 0.071
H -0.7155 -2.0130 -1.3293 0.084
H -2.6707 0.3220 0.1122 0.041
C -3.8768 4.2520 0.3249 -0.032
C -3.5598 2.8544 -0.2127 -0.464
C -2.6030 2.7780 -1.3817 -0.046
O -3.1454 1.9297 0.8152 -0.082
H -3.9793 4.9228 -0.5264 0.085
H -3.0741 4.6051 0.9713 0.082
H -4.8165 4.1676 0.8675 0.078
H -4.4967 2.4404 -0.6230 0.133
H -1.7940 3.5106 -1.3177 0.089
H -3.1215 3.0909 -2.2993 0.090
H -2.3100 1.7691 -1.6657 0.080
H -3.9190 1.6054 1.2898 0.117
C 3.3976 0.6686 0.4337 -0.184
O 2.6085 1.6881 -0.1261 -0.105
H 2.8803 -0.2223 0.8093 0.063
H 4.2432 0.3223 -0.1610 0.070
H 3.9211 1.0648 1.3208 0.076
H 1.8876 1.8842 0.4860 0.041
C -4.5049 -0.6518 -2.7772 -0.174
O -3.4792 -1.5990 -2.5584 -0.136
H -5.4283 -1.1680 -3.0613 0.072
H -4.7594 -0.0999 -1.8698 0.066
H -4.2334 -0.0224 -3.6262 0.073
H -3.0644 -1.3998 -1.7017 0.025
C 0.0547 2.9259 2.5207 -0.150
O -0.1866 2.6888 1.1470 -0.132
H -0.5541 2.3635 3.2345 0.077
H 1.1006 2.6874 2.7190 0.077
H -0.1328 3.9810 2.7471 0.077
H -1.0603 2.3160 0.9843 0.032
```

* gap between HOMO and LUMO: 9.9350 eV
* SMILES string: CC(C)O.CC(C)O.CC(C)O.CO.CO.CO
* total charge: 0
* multiplicity: 1
* LUMO: 0.3 eV

# 4
Formula: C22H23Br2NOS3V
Source: the Open Molecules 2025 dataset
Level of theory: ωB97M-V/def2-TZVPD

```
53
Properties=species:S:1:pos:R:3:lowdin_charge:R:1
V 0.8320 0.0069 0.2867 0.973
C -1.0773 1.6030 -3.7894 -0.534
C -1.3466 1.1429 -2.3641 -0.481
S -0.0798 1.7823 -1.2224 0.855
C -0.8753 3.0538 -0.1907 -0.468
C -0.7309 4.4846 -0.7085 -0.535
S 0.9523 4.9084 -1.2237 0.864
C 0.8091 5.1361 -3.0166 -0.546
C 0.6181 3.8922 -3.8777 -0.518
S -1.1390 3.3998 -3.9814 0.893
H -1.8494 1.1822 -4.4350 0.082
H -0.1230 1.2240 -4.1552 0.085
H -1.3434 0.0550 -2.2813 0.080
H -2.3102 1.5085 -2.0140 0.075
H -0.4002 2.9622 0.7875 0.080
H -1.9233 2.7774 -0.0652 0.074
H -0.9982 5.1460 0.1175 0.080
H -1.4233 4.6815 -1.5218 0.051
H 1.7602 5.6033 -3.2782 0.076
H 0.0380 5.8803 -3.2223 0.079
H 1.2026 3.0630 -3.4844 0.056
H 0.9645 4.1041 -4.8894 0.077
Br 1.4539 -4.4273 2.0058 0.858
C -0.2585 -3.7499 1.6859 -0.598
C -1.4025 -4.5382 1.9486 -0.141
C -2.6569 -4.0450 1.7358 -0.610
Br -4.1453 -5.1457 2.1088 0.826
C -2.8570 -2.7227 1.2501 -0.174
C -4.1035 -2.1030 1.0345 -0.001
C -4.1347 -0.8046 0.5942 -0.020
C -2.9278 -0.1306 0.3545 -0.120
N -1.7411 -0.6728 0.5217 0.087
C -1.7101 -1.9530 0.9748 -0.152
C -0.4169 -2.4830 1.1931 -0.362
O 0.5931 -1.6681 0.9271 -0.228
H -1.2675 -5.5416 2.3268 0.105
H -5.0158 -2.6502 1.2269 0.092
H -5.0709 -0.2906 0.4310 0.115
H -2.9543 0.8996 0.0157 0.088
C 2.6428 0.7432 0.6691 -0.227
C 3.5315 -0.3578 1.1009 -0.325
C 3.9840 -1.2994 0.1732 -0.057
C 4.7698 -2.3658 0.5767 -0.076
C 5.1114 -2.5104 1.9140 -0.081
C 4.6661 -1.5811 2.8440 -0.070
C 3.8807 -0.5133 2.4428 -0.043
H 2.9282 1.2595 -0.2540 0.074
H 2.4725 1.5069 1.4428 0.084
H 3.7305 -1.1901 -0.8766 0.115
H 5.1186 -3.0827 -0.1548 0.110
H 5.7287 -3.3407 2.2301 0.109
H 4.9363 -1.6851 3.8865 0.110
H 3.5419 0.2104 3.1745 0.115
```

* gap between HOMO and LUMO (spin up / spin down): 7.1190 / 7.3536 eV
* total charge: +1
* multiplicity: 3
* LUMO (spin up / spin down): -3.9 / -3.7 eV

no.,electronic energy (a.u.)
1,-6114.11833
2,-1027.24182
3,-930.16582
4,-8268.48728